No. 1
Density functional theory data (ωB97M-V with the def2-TZVPD basis set) for an isolated ion of composition C8H9ClFN2 and charge +1 at a distorted geometry.

## Properties
HOMO level (alpha / beta): -11.8 / -13.3 eV
Net charge: +1
Multiplicity: 3
⟨S²⟩: 2.0178
E_LUMO (alpha / beta): -0.138 / -0.227 Ha
Orbital gap (alpha / beta): 8.075 / 7.119 eV

The geometry in XYZ format:
```
21
Properties=species:S:1:pos:R:3:lowdin_charge:R:1
C 0.872 1.196 -0.044 0.0404
C -2.298 1.416 -1.590 0.0209
C -0.281 -1.724 1.550 -0.0464
C -0.190 2.025 -0.380 -0.2865
C -1.599 1.507 -0.504 -0.6871
C -0.315 -1.028 -0.582 0.1268
C 0.805 -0.341 0.106 -0.4361
C 2.210 -0.875 -0.389 -0.0233
N 0.723 -0.897 1.525 0.1554
N -0.926 -1.822 0.302 0.1005
F -0.051 3.347 -0.400 0.1171
Cl -2.289 1.189 1.076 0.7162
H 1.667 1.680 0.435 0.1068
H -3.226 0.887 -1.734 0.0796
H -0.592 -2.210 2.434 0.1485
H -1.677 1.439 -2.548 0.1242
H 2.611 -0.391 -1.364 0.1230
H 1.979 -1.983 -0.536 0.1106
H 3.001 -0.437 0.308 0.1070
H 1.473 -0.822 2.239 0.2006
H -1.898 -2.155 0.097 0.2017
```

---

No. 2
Density functional theory data (ωB97M-V with the def2-TZVPD basis set) for a 6-piece molecular cluster, C10H32O6 overall.

## Properties
Energy above the lowest of the compared OMol25 structures with the same formula, charge and spin: 123.6 kJ/mol
HOMO level: -9.7 eV
Net charge: 0
E_LUMO: 0.006 Ha
Orbital gap: 9.849 eV

The geometry in XYZ format:
```
48
Properties=species:S:1:pos:R:3:lowdin_charge:R:1
C -2.478 -3.349 -0.976 -0.1668
O -3.140 -4.417 -0.328 -0.1118
H -1.747 -2.934 -0.276 0.0618
H -1.932 -3.679 -1.863 0.0824
H -3.132 -2.511 -1.239 0.0618
H -3.394 -5.075 -0.979 0.0699
C 0.581 -0.085 -0.681 -0.1424
O -0.333 -0.589 0.275 -0.1484
H 0.158 0.781 -1.200 0.0781
H 1.534 0.208 -0.226 0.0684
H 0.800 -0.870 -1.403 0.0874
H -0.617 0.155 0.826 0.0389
C 1.838 -1.803 3.202 -0.0940
C 0.566 -2.541 2.822 -0.3236
O 0.585 -2.995 1.483 -0.0875
H 1.951 -0.909 2.583 0.0651
H 2.730 -2.410 3.019 0.0733
H 1.862 -1.518 4.256 0.0680
H -0.289 -1.867 2.980 0.0946
H 0.400 -3.421 3.444 0.1109
H 0.431 -2.218 0.928 0.0300
C 4.006 2.146 -1.067 -0.0928
C 4.269 3.397 -1.870 -0.3312
O 3.809 4.572 -1.210 -0.0806
H 4.161 1.246 -1.665 0.0770
H 2.954 2.136 -0.768 0.0562
H 4.614 2.121 -0.166 0.0772
H 3.823 3.313 -2.868 0.1085
H 5.336 3.550 -2.034 0.1109
H 2.848 4.559 -1.222 0.0765
C -2.716 -0.330 -3.112 -0.0981
C -2.195 0.647 -4.131 -0.3228
O -3.070 0.578 -5.272 -0.0877
H -2.086 -0.337 -2.222 0.0593
H -2.831 -1.322 -3.543 0.0766
H -3.706 -0.006 -2.776 0.0833
H -1.174 0.396 -4.433 0.1078
H -2.214 1.659 -3.713 0.1072
H -2.719 1.133 -5.975 0.0765
C -0.656 1.318 4.356 -0.0731
C -1.531 1.175 3.126 -0.2887
O -0.840 1.591 1.939 -0.0971
H -1.204 1.039 5.253 0.0794
H -0.326 2.355 4.455 0.0760
H 0.232 0.704 4.215 0.0634
H -2.470 1.727 3.220 0.1149
H -1.796 0.128 2.975 0.1064
H -0.893 2.548 1.865 0.0991
```

---

No. 3
Density functional theory data (ωB97M-V with the def2-TZVPD basis set) for C5H10N2O as an isolated structure at a distorted geometry.

## Properties
Energy above the lowest of the compared OMol25 structures with the same formula, charge and spin: 493.6 kJ/mol
HOMO level: -7.3 eV
Net charge: 0
E_LUMO: 0.034 Ha
Orbital gap: 8.220 eV

The geometry in XYZ format:
```
18
Properties=species:S:1:pos:R:3:lowdin_charge:R:1
C -1.893 -0.626 0.290 -0.0409
C 1.708 -1.460 0.642 -0.0797
C 0.542 0.796 0.413 -0.4695
C -0.791 0.348 0.147 -0.2438
N -0.350 1.397 -1.966 0.0277
C 1.057 -0.390 -0.171 -0.0733
O 1.058 1.398 1.536 0.0690
N -0.495 1.521 -0.526 -0.0125
H 0.352 1.903 1.961 0.1122
H -1.242 1.083 -2.343 0.0753
H -0.182 2.335 -2.317 0.0704
H 1.116 -0.418 -1.249 0.0998
H -1.632 -1.369 1.045 0.0821
H -2.814 -0.123 0.606 0.0776
H -2.114 -1.153 -0.643 0.0741
H 1.475 -1.372 1.706 0.0789
H 1.401 -2.455 0.309 0.0727
H 2.801 -1.415 0.561 0.0800
```

---

No. 4
Density functional theory data (ωB97M-V with the def2-TZVPD basis set) for C30H42BrI2N4PrSi3 as an isolated structure.

## Properties
Energy above the lowest of the compared OMol25 structures with the same formula, charge and spin: 0.0 kJ/mol
HOMO level (alpha / beta): -13.2 / -13.2 eV
Net charge: +2
Multiplicity: 3
⟨S²⟩: 2.0028
E_LUMO (alpha / beta): -0.217 / -0.214 Ha
Orbital gap (alpha / beta): 7.261 / 7.331 eV

The geometry in XYZ format:
```
83
Properties=species:S:1:pos:R:3:lowdin_charge:R:1
Pr 0.039 0.579 -0.213 0.7484
C 4.575 0.092 1.129 -0.0144
C 5.159 -0.674 0.136 0.0032
C 4.350 -1.355 -0.762 0.0250
C 2.975 -1.247 -0.655 -0.2180
N 2.413 -0.437 0.256 -0.0335
C 3.197 0.196 1.136 -0.1450
C 2.032 -2.100 -1.443 -0.2083
C 2.491 -3.181 -2.178 0.0230
C 1.578 -4.036 -2.774 -0.0056
C 0.228 -3.790 -2.609 -0.0098
C -0.152 -2.678 -1.881 -0.1450
N 0.720 -1.837 -1.314 0.0071
H 5.164 0.616 1.869 0.1302
H 6.236 -0.761 0.070 0.1307
H 4.799 -1.972 -1.525 0.1193
H 2.692 0.804 1.879 0.1164
H 3.548 -3.382 -2.263 0.1170
H 1.923 -4.891 -3.341 0.1290
H -0.526 -4.439 -3.033 0.1248
H -1.199 -2.444 -1.749 0.0694
I 0.595 -2.337 2.382 0.9546
C -1.451 -2.811 2.280 -1.0699
I -2.497 -1.581 0.906 0.9955
H -1.896 -2.668 3.256 -0.0192
H -1.548 -3.833 1.937 -0.0222
C 0.294 3.001 -3.843 -0.1648
Si 1.261 3.306 -2.265 0.3690
C 2.634 2.011 -2.304 -0.1489
C 1.968 5.018 -2.417 -0.1593
C 0.310 3.044 -0.684 -0.5705
Si -1.451 3.666 -0.605 0.3823
C -2.485 2.189 -0.033 -0.2362
C -2.185 4.198 -2.224 -0.1544
C -1.888 4.957 0.658 -0.1627
Si 1.266 3.779 0.715 0.4352
C 1.119 5.634 0.928 -0.1580
C 3.114 3.521 0.751 -0.1561
C 0.565 2.919 2.279 -0.2664
C 0.563 3.554 3.519 -0.0412
C -0.032 2.959 4.619 -0.0153
C -0.633 1.720 4.463 -0.0221
C -0.591 1.121 3.222 -0.1581
N -0.005 1.687 2.154 -0.0548
H 0.067 3.950 -4.335 0.0503
H -0.652 2.485 -3.699 0.0014
H 0.899 2.416 -4.542 0.0403
H 3.235 2.111 -3.213 0.0579
H 2.220 0.990 -2.352 0.0036
H 3.310 2.050 -1.449 0.0225
H 2.530 5.120 -3.350 0.0511
H 2.635 5.294 -1.598 0.0223
H 1.155 5.750 -2.441 0.0462
H -3.552 2.334 -0.204 0.0570
H -2.344 1.974 1.031 0.0392
H -2.251 1.298 -0.626 -0.1024
H -2.354 3.362 -2.904 0.0259
H -1.584 4.944 -2.751 0.0440
H -3.157 4.651 -2.010 0.0524
H -1.494 4.741 1.653 0.0284
H -2.981 4.954 0.731 0.0542
H -1.579 5.964 0.379 0.0452
H 2.113 6.061 1.084 0.0509
H 0.489 5.937 1.763 0.0349
H 0.706 6.093 0.030 0.0354
H 3.594 4.112 -0.034 0.0439
H 3.474 2.503 0.654 -0.0125
H 3.464 3.918 1.710 0.0574
H 1.018 4.533 3.612 0.1155
H -0.041 3.457 5.580 0.1263
H -1.129 1.222 5.284 0.1215
H -1.049 0.154 3.068 0.0427
Br -4.032 -0.095 -2.040 0.8425
C -2.565 -0.146 -3.221 -0.7046
C -2.855 -0.296 -4.569 -0.0764
C -1.798 -0.397 -5.455 -0.0086
C -0.502 -0.338 -4.964 -0.0232
C -0.331 -0.169 -3.610 -0.1676
N -1.339 -0.074 -2.725 -0.0017
H -3.882 -0.345 -4.898 0.1134
H -1.987 -0.526 -6.513 0.1300
H 0.359 -0.406 -5.613 0.1267
H 0.674 -0.116 -3.206 0.0938
```

---

No. 5
Density functional theory data (ωB97M-V with the def2-TZVPD basis set) for C7H17BaFINNbO2 as an isolated structure at a distorted geometry.

## Properties
HOMO level: -11.4 eV
Net charge: +1
E_LUMO: -0.209 Ha
Orbital gap: 5.718 eV

The geometry in XYZ format:
```
31
Properties=species:S:1:pos:R:3:lowdin_charge:R:1
C 3.375 -1.025 0.238 -0.1314
C 2.506 -1.155 -0.998 -0.2621
C 1.638 0.065 -1.366 -0.2895
C 1.340 1.075 -0.250 -0.3933
Nb -0.358 0.449 1.083 1.4405
N -0.772 2.616 1.413 -0.6053
F -1.789 0.163 2.453 -0.5519
I 1.478 0.532 3.242 0.1443
C -1.783 0.462 -0.645 -0.2884
C -3.081 -0.351 -0.454 -0.2709
O -2.954 -1.520 0.336 -0.0655
C -2.257 -2.508 -0.253 -0.4197
O -2.383 -2.843 -1.345 0.1510
H 4.171 -1.746 0.166 0.0705
H 3.831 -0.056 0.338 0.0661
H 2.811 -1.306 1.108 0.0070
H 1.896 -2.038 -0.974 0.0910
H 3.176 -1.305 -1.829 0.0980
H 2.118 0.609 -2.164 0.1004
H 0.730 -0.318 -1.794 0.0650
H 0.959 1.973 -0.746 0.0349
H 2.202 1.396 0.303 -0.0007
H 0.009 -1.282 0.812 -0.0380
H -1.502 2.658 2.115 -0.3147
H -1.233 3.003 0.579 -0.0660
H -1.342 0.147 -1.575 0.0439
H -2.083 1.498 -0.806 0.0274
H -3.405 -0.663 -1.433 0.1111
H -3.867 0.279 -0.089 0.1049
H -1.543 -2.997 0.401 0.1271
Ba -1.889 4.187 2.132 2.0142
```